DFT (ωB97M-V with the def2-TZVPD basis set) results for C10H42B2HgNO5 as an isolated structure.

XYZ file:
```
61
Properties=species:S:1:pos:R:3:mulliken_charge:R:1
Hg 3.19995 1.92489 0.50993 1.101
O 3.37981 -1.55125 -1.99773 -0.381
H 3.36839 -0.99390 -2.80050 0.436
H 4.25330 -1.50041 -1.55348 0.462
H 2.71618 -1.11405 -1.37308 0.219
N 0.77033 1.21784 -2.95865 -0.071
H -0.06361 0.85568 -3.43948 0.344
H 0.83967 0.82841 -2.00775 -0.092
H 0.71276 2.23797 -2.88995 0.409
H 1.60960 1.00705 -3.49064 0.371
B 4.61720 2.09615 -1.52736 0.221
H 3.94321 1.21466 -1.86477 -0.452
H 3.97334 2.98634 -1.18226 -0.084
H 5.23686 1.75517 -0.59733 -0.189
H 5.25829 2.53901 -2.36493 -0.113
B 1.72175 3.75280 -0.19175 0.500
H 0.84698 4.48839 -0.27706 -0.132
H 1.35369 2.91451 0.54500 -0.258
H 1.79371 3.24931 -1.22583 -0.419
H 2.71181 4.21814 0.17090 -0.161
C 0.58177 -0.08150 0.06401 -0.666
O 1.88682 0.24653 -0.41009 -0.724
H 0.08647 -0.74690 -0.65691 0.337
H 0.63301 -0.60502 1.01934 0.132
H -0.03398 0.81902 0.14180 0.338
C -2.85016 1.66344 1.84138 -1.024
C -2.00404 1.64329 3.11344 0.272
C -1.99856 0.25982 3.73056 -1.117
O -0.67939 2.00901 2.67663 -0.509
H -2.37061 1.00485 1.11616 0.076
H -2.85538 2.65554 1.38904 0.374
H -3.85756 1.32005 2.07977 0.414
H -2.25547 2.34560 3.91364 0.346
H -3.07864 0.17109 3.87787 0.361
H -1.41773 0.19737 4.64502 0.374
H -1.75587 -0.45762 2.94579 0.213
H -0.66797 2.93964 2.43208 0.283
C -4.05851 0.23973 -3.74768 -1.490
C -2.73406 -0.23983 -3.19524 0.857
C -2.73553 -1.74834 -2.94467 -1.304
O -1.67394 0.01835 -4.12657 -0.684
H -4.41341 -0.42224 -4.54586 0.338
H -3.95873 1.19592 -4.26317 0.380
H -4.90086 0.23521 -3.05750 0.376
H -2.40617 0.33847 -2.32960 0.078
H -2.72118 -2.33697 -3.86513 0.368
H -3.48948 -2.14329 -2.26684 0.390
H -1.75752 -2.01833 -2.53011 0.295
H -1.78859 -0.46182 -4.95402 0.326
C 0.04690 -3.36997 4.46750 -1.351
C 0.51817 -2.90127 3.09634 0.753
C 1.41935 -3.98486 2.47230 -1.268
O -0.59788 -2.76750 2.21278 -0.580
H -0.50181 -4.29833 4.29563 0.358
H -0.54719 -2.56158 4.88672 0.276
H 0.87434 -3.71951 5.08452 0.350
H 1.02874 -1.93314 3.14851 0.308
H 1.07219 -5.00474 2.61016 0.314
H 2.34785 -3.82397 3.03848 0.412
H 1.71871 -3.78437 1.44256 0.252
H -0.34734 -2.01854 1.66810 0.058
```

The calculated total energy comes out at -28292.278 eV. The net charge is +1. As for the HOMO-LUMO gap: 7.4392 eV. As for the spin multiplicity: 1.